Molecular formula: C15H19N4O5
Method: DFT, ωB97M-V with the def2-TZVPD basis set

Element x y z (Å)
C -1.66 -0.08 2.63
C -0.35 -0.73 2.62
N 0.80 0.02 2.66
O 1.91 -0.56 2.68
O 0.71 1.27 2.67
H -2.48 -0.80 2.63
H -1.76 0.54 3.52
H -1.77 0.56 1.76
H -0.24 -1.80 2.64
C -4.95 -0.30 6.40
C -3.70 -1.13 6.17
O -2.52 -0.37 6.25
C -1.45 -1.18 5.97
C -0.15 -0.53 6.08
C 1.03 -1.16 6.01
C 2.29 -0.39 6.11
N 1.14 -2.53 5.85
N 2.09 -3.14 6.34
C 2.17 -4.50 6.13
N 2.78 -5.24 7.13
C 3.04 -6.62 7.13
C 3.56 -7.27 8.25
C 3.85 -8.61 8.21
C 3.64 -9.34 7.05
C 3.13 -8.71 5.94
C 2.82 -7.37 5.98
O 1.73 -5.00 5.12
O -1.58 -2.35 5.64
H -5.85 -0.91 6.31
H -4.95 0.15 7.39
H -5.02 0.52 5.68
H -3.61 -1.93 6.91
H -3.71 -1.60 5.18
H -0.17 0.53 6.26
H 2.09 0.67 6.31
H 2.91 -0.78 6.93
H 2.85 -0.47 5.18
H 3.06 -4.71 7.95
H 3.72 -6.70 9.15
H 4.24 -9.11 9.09
H 3.88 -10.39 7.02
H 2.97 -9.28 5.03
H 2.41 -6.87 5.13

Output
* strongest force on any atom: 3.902 eV/A
* spin multiplicity: 1
* HOMO-LUMO gap: 4.2 eV
* highest occupied orbital energy: -2.640 eV
* charge: -1

Mulliken population analysis, charges in e, atoms 1 to 8: C -0.90; C -0.60; N 0.95; O -0.79; O -0.80; H 0.25; H 0.11; H 0.36

Molecular formula: C26H48IrOP2
Method: DFT, ωB97M-V with the def2-TZVPD basis set

Element x y z (Å)
Ir 0.24 -0.31 0.03
C -1.99 1.69 -0.33
C -2.67 0.84 -1.22
C -1.74 -0.55 0.43
C -1.38 0.89 0.73
C -2.55 -0.49 -0.80
C -1.99 3.17 -0.37
H -1.73 3.54 -1.37
H -1.28 3.59 0.36
H -2.99 3.59 -0.13
C -1.33 1.43 2.12
H -1.44 2.52 2.12
H -0.38 1.22 2.63
H -2.15 0.99 2.71
C -2.12 -1.52 1.50
H -3.16 -1.82 1.35
H -2.03 -1.09 2.50
H -1.50 -2.43 1.45
C -3.32 -1.64 -1.32
H -4.38 -1.35 -1.49
H -3.30 -2.50 -0.63
H -2.93 -1.98 -2.29
C -3.49 1.30 -2.38
H -4.48 1.64 -2.04
H -3.65 0.48 -3.09
H -3.02 2.14 -2.90
C 1.52 0.23 -2.15
C 0.46 1.03 -2.30
C -0.10 1.42 -3.64
C -0.94 0.31 -4.35
C -0.88 -1.05 -3.72
C 0.25 -1.77 -3.62
C 1.58 -1.32 -4.18
C 2.32 -0.24 -3.34
H 0.72 1.73 -4.31
H -0.60 0.26 -5.40
H -0.71 2.33 -3.52
H 2.52 0.64 -3.97
H 1.88 -0.21 -1.16
H -0.08 1.49 -1.44
H 3.30 -0.61 -3.02
H 2.23 -2.20 -4.30
H 0.20 -2.83 -3.36
H 1.43 -0.91 -5.19
H -1.99 0.64 -4.41
H -1.85 -1.55 -3.64
P 1.89 1.88 0.37
C 1.92 2.53 2.08
H 2.74 3.25 2.17
H 2.07 1.71 2.79
H 0.97 3.04 2.30
C 3.64 1.52 -0.02
H 4.24 2.41 0.18
H 3.73 1.21 -1.07
H 3.98 0.69 0.62
C 1.60 3.39 -0.63
H 1.66 3.15 -1.70
H 2.37 4.14 -0.38
H 0.60 3.80 -0.44
P 1.05 -2.59 -0.06
C -0.26 -3.44 -0.98
H 0.19 -4.08 -1.75
H -0.92 -2.70 -1.47
H -0.87 -4.04 -0.30
C 2.70 -2.69 -0.86
H 2.67 -2.31 -1.89
H 3.03 -3.74 -0.86
H 3.40 -2.09 -0.27
C 1.30 -3.66 1.41
H 1.71 -4.63 1.10
H 0.35 -3.83 1.93
H 2.02 -3.19 2.10
C 0.81 -0.92 3.03
C 1.43 -0.68 1.69
O 2.68 -0.71 1.62
H 0.92 -1.97 3.33
H -0.26 -0.70 3.02
H 1.29 -0.26 3.76

Output
* strongest force on any atom: 3.481 eV/A
* spin multiplicity: 5
* HOMO-LUMO gap (spin up / spin down): 6.3 / 6.2 eV
* highest occupied orbital energy (spin up / spin down): -7.977 / -10.863 eV
* charge: +1

Mulliken population analysis, charges in e, atoms 1 to 8: Ir 1.97; C -0.78; C 2.02; C 1.37; C 1.19; C -0.32; C -1.96; H 0.28